# 1
{"formula": "C26H26N3O8RhS", "method": "the ωB97M-V functional and the def2-TZVPD basis", "symbols": ["C", "H", "C", "O", "H", "O", "H", "N", "H", "O", "C", "S", "H", "C", "C", "H", "H", "H", "C", "C", "H", "C", "H", "H", "H", "H", "H", "H", "C", "O", "C", "O", "N", "C", "C", "H", "H", "H", "C", "H", "C", "N", "H", "C", "C", "C", "C", "C", "C", "C", "C", "H", "H", "O", "H", "O", "H", "C", "H", "Rh", "C", "O", "C", "C", "H"], "xyz": [[4.480468, -2.325405, -0.826544], [3.862345, -7.472792, 2.757179], [-2.495511, 4.347648, 4.790026], [1.384541, -0.507737, -1.026348], [2.008115, -0.633508, 2.900636], [-3.723855, -1.655772, 1.809852], [-2.205504, -3.567461, 0.978146], [-0.619556, -2.429298, 0.143387], [-0.855729, 1.385573, 4.742182], [0.406416, -3.215641, -1.992267], [-1.909883, 3.184690, 5.282228], [-0.184090, -3.659324, -0.759128], [0.274340, -4.205988, 2.068428], [-2.037280, -1.170235, -2.652922], [3.151090, -5.902431, 1.455628], [-1.307585, -0.611773, -4.596854], [5.236619, -2.698097, -1.510957], [-3.915496, -0.390627, -1.933066], [4.251898, -6.628457, 2.183135], [-1.358795, -1.514084, -3.978161], [-1.912638, -2.285298, -4.525498], [2.356740, -1.165892, -0.490244], [-2.968458, 5.048785, 5.469466], [-1.218694, -2.692711, 2.163686], [-3.359270, 0.333914, -3.449587], [2.043452, -5.455053, 3.239688], [-4.068946, -1.299609, -3.460762], [5.481575, -3.071780, 0.943303], [4.625761, -2.537605, 0.548670], [-2.299672, -0.399671, 0.635726], [1.628394, -0.770524, 1.887093], [-0.637618, 1.906047, 0.831833], [0.494634, -0.250222, 1.622638], [2.083813, -5.348635, 2.160043], [-0.641560, 1.591847, 2.072293], [4.997276, -7.010471, 1.484422], [-2.156833, -2.097554, -2.075894], [2.242439, -4.862310, -1.653420], [-1.660715, -2.643341, 1.160358], [4.029916, -6.128305, -0.482434], [2.509504, -1.390675, 0.911837], [-0.092703, 0.522797, 2.612253], [4.761430, -5.963312, 2.884691], [-1.289141, 2.546995, 3.026583], [3.640588, -2.060247, 1.389214], [-1.315317, 2.301560, 4.395567], [2.195227, -5.025207, -0.584804], [-3.440811, -0.604052, -2.891615], [-2.484226, 4.616025, 3.434630], [1.086358, -4.646292, 1.507415], [-1.884022, 3.724735, 2.538846], [-0.347943, -1.870994, -3.786490], [-2.938825, 5.512688, 3.031010], [-1.284050, -0.236059, -1.955745], [3.258643, -1.508906, -2.394224], [-1.890591, 4.029253, 1.235541], [-1.404118, 3.257226, 0.794776], [1.139210, -4.486310, 0.128000], [-1.922637, 2.968864, 6.343633], [-0.455651, -0.447978, -0.188550], [3.191178, -5.730831, 0.079968], [-1.224180, -4.666626, -0.823294], [3.386176, -1.662836, -1.330225], [-2.666975, -1.487535, 1.212256], [3.735838, -2.195773, 2.463070]], "forces_ev_per_angstrom": [[-0.03, 0.01, -0.03], [0.00, 0.00, 0.00], [0.00, -0.01, 0.01], [0.09, -0.02, -0.09], [0.01, 0.00, 0.00], [-0.02, 0.01, 0.03], [0.00, 0.01, 0.01], [-0.26, 0.10, -0.22], [0.00, 0.00, 0.00], [0.06, -0.06, 0.09], [0.00, 0.01, -0.01], [0.07, 0.14, 0.05], [-0.02, 0.00, 0.02], [-0.12, 0.09, 0.13], [0.02, 0.00, 0.00], [0.01, 0.00, 0.00], [0.00, 0.00, 0.00], [0.00, 0.00, 0.00], [0.00, 0.00, 0.00], [0.02, 0.02, -0.03], [-0.01, 0.00, -0.01], [-0.12, 0.12, 0.10], [0.00, 0.00, 0.00], [0.01, 0.03, 0.02], [0.00, 0.00, 0.00], [0.00, 0.00, 0.00], [0.00, 0.00, 0.01], [0.00, 0.01, 0.00], [-0.01, -0.03, 0.04], [-0.02, -0.08, -0.05], [0.12, 0.05, 0.02], [0.13, -0.31, -0.24], [-0.11, -0.17, -0.21], [-0.01, 0.00, 0.01], [0.06, -0.20, 0.16], [0.00, 0.00, 0.00], [0.02, -0.05, -0.01], [-0.01, 0.00, 0.01], [0.05, 0.07, -0.06], [-0.01, 0.00, 0.00], [-0.04, -0.01, -0.02], [-0.08, 0.25, -0.13], [0.00, 0.00, 0.00], [0.00, 0.01, -0.02], [0.02, -0.05, -0.02], [-0.02, -0.01, 0.00], [0.03, 0.03, 0.01], [-0.01, -0.02, 0.01], [0.00, 0.01, -0.01], [0.01, -0.02, -0.03], [0.01, 0.01, 0.02], [-0.05, 0.02, -0.01], [0.00, 0.00, 0.00], [0.10, 0.01, -0.22], [-0.01, 0.01, 0.00], [0.05, 0.02, -0.02], [-0.08, -0.03, 0.00], [-0.01, -0.03, -0.05], [0.00, 0.00, 0.00], [0.03, 0.19, 0.73], [0.01, 0.03, -0.01], [0.01, 0.01, 0.07], [0.09, -0.02, -0.02], [0.04, -0.12, -0.05], [0.00, 0.00, 0.00]], "nbo_charge": [-0.216, 0.204, -0.203, -0.676, 0.172, -0.700, 0.234, -0.892, 0.231, -0.961, -0.293, 2.349, 0.226, 0.104, -0.026, 0.178, 0.188, 0.222, -0.623, -0.625, 0.172, 0.396, 0.188, 0.187, 0.185, 0.196, 0.171, 0.190, -0.320, -0.681, 0.105, -0.757, -0.250, -0.229, 0.573, 0.203, 0.148, 0.232, -0.359, 0.193, -0.229, -0.476, 0.210, -0.133, -0.155, -0.159, -0.129, -0.622, -0.299, -0.177, 0.346, 0.237, 0.203, -0.792, 0.209, -0.698, 0.519, -0.322, 0.192, 1.326, -0.229, -0.983, -0.247, 0.781, 0.191], "energy_ha": -2281.395982, "orbital_gap_ev": 6.24, "e_lumo_ev": 4.19, "charge": -2}

# 2
{"formula": "C5H6ClN2", "method": "the ωB97M-V functional and the def2-TZVPD basis", "symbols": ["N", "Cl", "C", "H", "H", "N", "H", "H", "C", "C", "H", "C", "C", "H"], "xyz": [[-1.786142, -0.605885, 0.182678], [-4.404798, -0.394113, -0.044019], [0.430989, 0.457278, 0.209874], [2.736287, -1.869372, -0.434590], [-1.593586, 2.622977, -0.311569], [-0.946066, 0.538962, 0.096602], [0.951307, 1.463161, 0.439371], [0.383256, -1.567849, -0.102363], [-1.687508, 1.590588, -0.039513], [0.993581, -0.692274, 0.058973], [2.836023, -0.473723, 0.748154], [-2.924453, 0.000407, 0.148481], [2.398858, -0.863947, -0.091277], [2.612258, -0.206213, -0.860798]], "forces_ev_per_angstrom": [[-0.79, 0.16, 0.22], [-3.04, -0.81, -0.12], [0.20, 3.53, 0.80], [-0.29, 0.76, 0.85], [0.64, 0.37, 0.15], [-0.84, 1.68, 0.43], [-0.93, -1.80, -0.65], [-0.42, 0.02, 0.07], [-3.11, -3.93, 0.30], [-0.72, -2.76, -0.68], [1.86, 0.46, 2.18], [5.81, 3.23, -0.61], [0.49, -2.24, -1.21], [1.13, 1.34, -1.74]], "nbo_charge": [-0.274, 0.359, -0.120, 0.252, 0.254, -0.145, 0.250, 0.243, 0.172, -0.036, 0.249, 0.217, -0.666, 0.246], "relative_energy_kcal_mol": 109.1, "energy_ha": -763.330121, "orbital_gap_ev": 8.42, "e_lumo_ev": -5.70, "charge": 1}

no.,largest force on an atom (Eh/bohr)
1,0.0148
2,0.1299